No. 1
DFT (ωB97M-V/def2-TZVPD) results for a structure of composition C26H33OPPtS3Te.

CARTESIAN COORDINATES (ANGSTROEM)
Pt (-1.9126, 0.1415, -0.2002)
C (-3.1828, -2.1022, 2.0065)
C (-3.1681, -0.7911, 2.7837)
S (-2.0168, 0.4770, 2.1225)
C (-3.0492, 1.9777, 2.1695)
C (-4.2626, 1.8854, 1.2599)
S (-3.8310, 1.3293, -0.4451)
C (-5.1396, 0.0892, -0.7320)
C (-5.1315, -1.1370, 0.1820)
S (-3.5463, -2.0255, 0.2210)
H (-3.9016, -2.7713, 2.4798)
H (-2.2071, -2.5880, 2.0526)
H (-2.8445, -0.9802, 3.8065)
H (-4.1637, -0.3546, 2.8341)
H (-2.3786, 2.7778, 1.8573)
H (-3.3412, 2.1721, 3.2014)
H (-4.7467, 2.8562, 1.1612)
H (-5.0013, 1.1873, 1.6501)
H (-5.0083, -0.2017, -1.7763)
H (-6.0959, 0.6106, -0.6686)
H (-5.8880, -1.8276, -0.1893)
H (-5.4209, -0.8724, 1.1976)
C (-1.9002, 1.8772, -3.5101)
Te (-1.9066, -0.1316, -2.8052)
C (0.1095, -0.5074, -3.3525)
H (-1.1059, 2.4318, -3.0163)
H (-2.8655, 2.3323, -3.3080)
H (-1.7316, 1.8443, -4.5841)
H (0.1453, -0.6543, -4.4294)
H (0.4468, -1.4021, -2.8371)
H (0.7096, 0.3537, -3.0624)
O (0.1126, -0.3723, 0.1617)
P (1.6216, -0.2599, 0.1083)
C (2.3167, -0.5376, 1.7382)
C (3.3759, -1.4188, 1.9406)
C (3.9308, -1.5530, 3.2063)
C (3.4331, -0.8091, 4.2647)
C (2.3814, 0.0797, 4.0635)
C (1.8274, 0.2197, 2.8042)
C (2.1401, 1.3745, -0.4093)
C (3.4678, 1.7667, -0.2357)
C (3.8725, 3.0240, -0.6534)
C (2.9553, 3.8944, -1.2298)
C (1.6294, 3.5137, -1.3845)
C (1.2206, 2.2529, -0.9754)
C (2.3017, -1.4886, -1.0065)
C (1.8989, -2.8129, -0.8205)
C (2.3531, -3.8003, -1.6793)
C (3.2135, -3.4706, -2.7209)
C (3.6211, -2.1566, -2.9033)
C (3.1646, -1.1621, -2.0485)
H (3.7716, -2.0008, 1.1189)
H (4.7529, -2.2384, 3.3615)
H (3.8680, -0.9145, 5.2496)
H (2.0050, 0.6681, 4.8895)
H (1.0190, 0.9274, 2.6447)
H (4.1810, 1.0973, 0.2311)
H (4.9016, 3.3291, -0.5215)
H (3.2749, 4.8773, -1.5492)
H (0.9163, 4.2047, -1.8154)
H (0.1812, 1.9516, -1.0632)
H (1.2331, -3.0700, -0.0047)
H (2.0445, -4.8268, -1.5339)
H (3.5714, -4.2437, -3.3877)
H (4.2965, -1.9040, -3.7095)
H (3.4817, -0.1378, -2.1997)

Results
- Total charge: +2
- Highest occupied orbital energy: -13.67 eV
- E_tot: -3008.6006 Ha
- Relative energy (zero: lowest compared OMol25 entry of this formula, charge and spin): 4.1 kcal/mol
- Frontier orbital gap: 0.27280 hartree



No. 2
DFT (ωB97M-V/def2-TZVPD) results for an isolated molecule of C3H2ClF3.

CARTESIAN COORDINATES (ANGSTROEM)
F (-0.3038, 0.6734, -1.4487)
C (-0.2075, 0.0143, -0.2579)
C (-1.3394, -0.8618, -0.1601)
F (-1.0498, -2.2006, -0.1706)
C (-2.6306, -0.3472, -0.1610)
F (-3.8380, -1.0188, -0.0081)
Cl (-2.7275, 1.3308, -0.0649)
H (-0.2817, 0.9087, 0.3706)
H (0.7515, -0.4653, -0.2360)

Results
- Highest occupied orbital energy: -9.79 eV
- E_tot: -875.2325 Ha
- Relative energy (zero: lowest compared OMol25 entry of this formula, charge and spin): 23.2 kcal/mol
- Frontier orbital gap: 0.38393 hartree



No. 3
DFT (ωB97M-V/def2-TZVPD) results for a structure of composition C31H27FeNO4S6Sb.

CARTESIAN COORDINATES (ANGSTROEM)
Fe (-0.2424, 1.1217, -2.2181)
S (1.3149, -5.8171, -3.4229)
C (0.9661, -4.2292, -3.3356)
S (2.1556, -2.9738, -3.3980)
C (1.0989, -1.6123, -3.1632)
C (-0.2660, -1.9284, -3.0313)
S (-1.5326, -0.8426, -2.7577)
S (-0.6495, -3.6160, -3.1605)
S (1.7418, -0.0619, -3.1322)
C (-4.3126, -3.5394, -0.6492)
C (-4.0626, -2.0658, -0.5047)
C (-4.6761, -1.1556, -1.3615)
C (-4.4053, 0.1993, -1.2769)
C (-3.5038, 0.6443, -0.3198)
C (-2.9053, -0.2365, 0.5710)
C (-3.1886, -1.5871, 0.4694)
S (-3.1857, 2.3620, -0.1656)
O (-4.3119, 3.0827, -0.6805)
O (-2.6857, 2.6200, 1.1534)
N (-1.8788, 2.6382, -1.2212)
C (-1.1658, 3.9101, -0.8770)
C (0.1630, 4.0327, -1.6141)
C (-0.0197, 3.8320, -3.1170)
O (-0.0091, 4.7616, -3.8884)
O (-0.2453, 2.5816, -3.4463)
H (-5.3185, -3.7385, -1.0165)
H (-4.1782, -4.0605, 0.2980)
H (-3.6082, -3.9676, -1.3672)
H (-5.3714, -1.5136, -2.1105)
H (-4.8943, 0.9079, -1.9319)
H (-2.2560, 0.1384, 1.3509)
H (-2.7333, -2.2799, 1.1682)
H (-2.3007, 2.7475, -2.1447)
H (-0.9980, 3.9016, 0.1970)
H (-1.8049, 4.7626, -1.1149)
H (0.8770, 3.2945, -1.2259)
H (0.5735, 5.0231, -1.4255)
C (-0.4853, 0.3679, 5.0238)
C (-0.7302, 1.4694, 4.2159)
C (-0.3326, 1.4560, 2.8863)
C (0.3141, 0.3411, 2.3572)
C (0.5572, -0.7617, 3.1715)
C (0.1574, -0.7458, 4.5017)
Sb (0.9494, 0.3747, 0.3286)
C (2.8127, 1.3645, 0.6164)
C (3.2419, 1.7172, 1.8938)
C (4.4460, 2.3876, 2.0665)
C (5.2290, 2.7103, 0.9680)
C (4.8074, 2.3620, -0.3074)
C (3.6029, 1.6957, -0.4833)
C (1.5862, -1.6430, 0.2000)
C (0.6151, -2.6338, 0.0636)
C (0.9810, -3.9722, 0.0216)
C (2.3208, -4.3275, 0.1044)
C (3.2912, -3.3439, 0.2280)
C (2.9263, -2.0035, 0.2785)
H (-0.7991, 0.3759, 6.0596)
H (-1.2392, 2.3376, 4.6140)
H (-0.5516, 2.3143, 2.2629)
H (1.0603, -1.6357, 2.7759)
H (0.3506, -1.6060, 5.1298)
H (2.6429, 1.4695, 2.7611)
H (4.7709, 2.6571, 3.0633)
H (6.1661, 3.2341, 1.1046)
H (5.4134, 2.6105, -1.1692)
H (3.2922, 1.4243, -1.4858)
H (-0.4347, -2.3647, -0.0142)
H (0.2228, -4.7377, -0.0895)
H (2.6063, -5.3704, 0.0582)
H (4.3369, -3.6179, 0.2846)
H (3.6911, -1.2421, 0.3804)

Results
- Highest occupied orbital energy (spin up / spin down): -7.78 / -8.88 eV
- 2S+1: 6
- E_tot: -5446.3414 Ha
- Relative energy (zero: lowest compared OMol25 entry of this formula, charge and spin): 1.0 kcal/mol
- Frontier orbital gap (spin up / spin down): 0.26775 / 0.23559 hartree



No. 4
DFT (ωB97M-V/def2-TZVPD) results for a structure of composition C6H10O.

CARTESIAN COORDINATES (ANGSTROEM)
C (1.5746, 0.5997, 1.2636)
C (0.1047, 0.3208, 1.0115)
O (-0.6326, 1.5393, 0.7212)
C (-1.1193, 0.9584, -0.4816)
C (-0.0127, 0.6231, -1.4310)
C (-0.3568, -0.3180, -0.3032)
C (-0.7876, -1.7451, -0.4844)
H (2.1897, -0.2882, 1.0806)
H (1.9077, 1.4010, 0.5981)
H (1.7394, 0.9305, 2.2940)
H (-0.3581, -0.1910, 1.8665)
H (-2.1480, 1.1561, -0.7666)
H (-0.3334, 0.2797, -2.4123)
H (0.9085, 1.2012, -1.4298)
H (0.0672, -2.4307, -0.5143)
H (-1.4503, -2.0624, 0.3295)
H (-1.3384, -1.8611, -1.4251)

Results
- Highest occupied orbital energy: -9.07 eV
- E_tot: -309.7843 Ha
- Relative energy (zero: lowest compared OMol25 entry of this formula, charge and spin): 36.4 kcal/mol
- Frontier orbital gap: 0.37203 hartree



No. 5
DFT (ωB97M-V/def2-TZVPD) results for a structure of composition C24H33N5O4Sn.

CARTESIAN COORDINATES (ANGSTROEM)
Sn (-0.9133, -0.3810, -0.9727)
C (1.4175, -0.1568, -5.2020)
C (1.2261, -0.3950, -3.7044)
O (0.0333, -0.5168, -3.3295)
C (2.3810, -0.4822, -2.9272)
C (2.5008, -0.6121, -1.5045)
C (3.9031, -0.8666, -0.9897)
N (1.5277, -0.4779, -0.6489)
N (1.9275, -0.6198, 0.6822)
C (0.9638, -0.4336, 1.5477)
O (-0.2387, -0.0821, 1.3489)
C (1.3669, -0.7047, 2.9755)
C (2.6844, -0.5987, 3.4170)
C (3.0091, -0.8515, 4.7430)
C (2.0212, -1.2236, 5.6491)
C (0.7064, -1.3384, 5.2131)
C (0.3822, -1.0716, 3.8885)
H (1.0728, -1.0348, -5.7549)
H (2.4566, 0.0525, -5.4655)
H (0.7922, 0.6868, -5.5029)
H (3.3218, -0.4574, -3.4636)
H (4.5616, -1.1613, -1.8078)
H (3.8807, -1.6445, -0.2281)
H (4.2971, 0.0344, -0.5108)
H (3.4431, -0.3197, 2.6963)
H (4.0363, -0.7543, 5.0784)
H (2.2733, -1.4133, 6.6867)
H (-0.0692, -1.6332, 5.9115)
H (-0.6360, -1.1478, 3.5260)
N (0.8490, 7.6527, -1.1641)
C (-0.3995, 7.1990, -0.7847)
O (-1.2713, 7.9862, -0.4844)
C (-0.6058, 5.7184, -0.8084)
C (-1.8166, 5.2083, -0.3671)
C (-2.0097, 3.8331, -0.3683)
N (-1.0899, 2.9700, -0.7808)
C (0.0685, 3.4564, -1.1993)
C (0.3568, 4.8143, -1.2339)
H (0.9998, 8.6111, -0.8895)
H (1.6280, 7.0431, -0.9718)
H (-2.5830, 5.8906, -0.0231)
H (-2.9423, 3.3935, -0.0259)
H (0.7974, 2.7161, -1.5226)
H (1.3192, 5.1394, -1.6095)
C (-3.9395, -1.5182, 1.6531)
C (-4.1349, -0.0346, 1.3909)
O (-4.3962, 0.2468, 0.0203)
H (-3.6524, -1.6813, 2.6984)
H (-3.1420, -1.9026, 1.0007)
H (-4.8605, -2.0725, 1.4449)
H (-3.2393, 0.5072, 1.7208)
H (-4.9970, 0.3553, 1.9402)
H (-3.6375, -0.1069, -0.4709)
C (-1.8466, -4.4204, -1.6845)
C (-0.9840, -3.5534, -0.7359)
C (0.4710, -3.6059, -1.2473)
C (-1.0069, -4.2228, 0.6606)
N (-1.5163, -2.2302, -0.6637)
H (-1.4595, -5.4493, -1.7748)
H (-1.8582, -3.9501, -2.6707)
H (-2.8729, -4.4558, -1.3070)
H (0.8449, -4.6384, -1.3377)
H (1.1142, -3.0576, -0.5539)
H (0.5298, -3.1109, -2.2212)
H (-0.6284, -5.2580, 0.6315)
H (-2.0315, -4.2311, 1.0449)
H (-0.3859, -3.6364, 1.3433)

Results
- Total charge: -2
- Highest occupied orbital energy: 0.12 eV
- E_tot: -1723.3498 Ha
- Frontier orbital gap: 0.14178 hartree



No. 6
DFT (ωB97M-V/def2-TZVPD) results for a structure of composition C19H29N6O4S2.

CARTESIAN COORDINATES (ANGSTROEM)
C (1.8818, -0.4952, 2.9637)
C (1.0261, -0.5253, 1.7002)
C (0.4583, 0.8216, 1.2721)
N (0.1077, 1.7478, 2.3402)
S (-1.2677, 1.4406, 3.2100)
O (-1.1505, 0.2407, 3.9917)
O (-1.4446, 2.6196, 3.9838)
N (-2.3992, 1.3759, 2.0692)
S (-3.0981, -0.0440, 1.9057)
O (-2.2415, -1.1772, 1.7185)
O (-4.0431, 0.1383, 0.8405)
H (2.5570, -1.3399, 2.9813)
H (2.4250, 0.4384, 3.0668)
H (1.2267, -0.5700, 3.8225)
H (1.6670, -0.8685, 0.8910)
H (0.2545, -1.2727, 1.8177)
H (-0.4034, 0.6519, 0.6404)
H (1.1934, 1.3287, 0.6524)
H (0.8770, 1.9346, 2.9680)
H (-3.8257, -0.2630, 3.0181)
N (2.1234, 3.0670, -1.8480)
C (1.7463, 2.2281, -2.8559)
C (2.8216, 2.0719, -3.6921)
C (3.8905, 2.8443, -3.1593)
C (3.4258, 3.4454, -2.0213)
H (1.5314, 3.3595, -1.0904)
H (0.7524, 1.8168, -2.8931)
H (2.8405, 1.4705, -4.5864)
H (4.8828, 2.9443, -3.5648)
H (3.9085, 4.1054, -1.3221)
N (-0.4269, -3.7064, 0.3640)
C (-0.1825, -4.1965, -0.8859)
C (0.4525, -5.4040, -0.7533)
C (0.5928, -5.6520, 0.6383)
C (0.0378, -4.5853, 1.2973)
H (-0.8743, -2.8268, 0.5759)
H (-0.4786, -3.6461, -1.7620)
H (0.7789, -6.0361, -1.5621)
H (1.0468, -6.5117, 1.1019)
H (-0.0659, -4.3772, 2.3482)
N (-6.3086, 2.2504, 1.1326)
C (-7.6266, 2.5232, 1.3643)
C (-7.7447, 3.8690, 1.5990)
C (-6.4399, 4.4253, 1.5037)
C (-5.5787, 3.3973, 1.2151)
H (-5.9149, 1.3399, 0.9386)
H (-8.3659, 1.7411, 1.3429)
H (-8.6608, 4.3934, 1.8160)
H (-6.1640, 5.4581, 1.6353)
H (-4.5124, 3.3807, 1.0662)
N (3.9091, -0.9737, -3.1610)
C (4.1768, -1.4629, -4.4072)
C (4.8716, -2.6351, -4.2603)
C (5.0240, -2.8615, -2.8662)
C (4.4172, -1.8185, -2.2170)
H (3.4121, -0.1183, -2.9706)
H (3.8522, -0.9391, -5.2898)
H (5.2277, -3.2606, -5.0616)
H (5.5184, -3.6937, -2.3947)
H (4.3032, -1.6086, -1.1678)

Results
- Total charge: -1
- Highest occupied orbital energy: -5.72 eV
- E_tot: -2167.3013 Ha
- Frontier orbital gap: 0.29837 hartree



Asked for maximum force across the records above, the calculation gives 0.95; 4.26; 0.12; 0.41; 0.77; 1.36 eV Å⁻¹ in order.